# 1
A molecular structure, C47H50F6NO7OsP2S4Sb, computed with the ωB97M-V functional and the def2-TZVPD basis.

XYZ file:
```
119
Properties=species:S:1:pos:R:3
Os 0.04 0.13 0.33
Sb 1.73 -3.83 0.72
S 2.83 1.19 0.38
S -2.82 -2.39 -0.72
S -2.58 0.05 -2.03
S 1.22 -1.77 -0.43
P -0.02 2.57 -0.34
P -1.22 0.23 2.75
F -0.79 -0.40 -3.91
F -2.79 -1.15 -4.34
F -2.39 0.97 -4.43
F -1.26 -4.37 -1.26
F -2.94 -4.18 -2.61
F -1.26 -2.81 -2.76
O -1.26 0.20 -1.34
O 1.66 0.71 1.33
O -3.41 1.21 -1.99
O 4.09 0.75 0.86
O -3.89 -3.12 -0.14
O 2.41 0.86 -0.97
O -1.75 -1.92 0.15
N -3.35 -1.24 -1.66
C -3.77 0.63 4.01
C 4.13 -5.02 -0.60
C -0.61 1.47 4.01
C -3.01 0.70 2.68
C 0.45 2.40 -3.06
C 3.35 -4.16 3.27
C 2.96 -5.60 -3.06
C 1.45 4.89 -0.04
C 1.50 3.51 0.06
C -3.67 3.72 1.04
C -2.65 3.15 0.29
C 0.10 -5.33 2.84
C 3.16 -3.36 2.15
C -1.38 4.39 -3.71
C 0.65 -1.46 3.71
C 4.36 -3.83 4.16
C 0.79 2.03 3.81
C -1.73 -2.07 4.41
C 3.82 3.68 0.81
C 2.56 5.66 0.27
C 2.20 -4.99 -2.07
C -2.03 -3.51 -1.93
C -1.32 3.32 0.67
C 2.80 -4.71 -0.84
C 4.98 -1.94 2.80
C 2.70 2.93 0.48
C -3.37 4.43 2.20
C -1.25 3.98 -2.39
C -2.05 4.57 2.60
C 5.17 -2.72 3.93
C -0.84 -1.46 3.33
C -1.02 4.02 1.85
C 0.31 2.81 -4.37
C -0.33 2.99 -2.06
C -0.71 -7.38 1.14
C 0.04 -6.33 0.63
C -0.60 3.81 -4.70
C -0.65 -6.39 3.33
C 3.74 5.06 0.71
C -3.80 0.03 1.57
C -2.09 -0.15 -3.82
C 4.88 -5.63 -1.60
C 0.42 -5.29 1.49
C -0.75 1.01 5.47
C 4.29 -5.92 -2.82
C -1.06 -7.40 2.48
C 3.97 -2.26 1.90
H -1.65 -8.23 2.87
H -1.73 -1.49 5.34
H 0.07 0.33 5.75
H 4.73 3.18 1.12
H 1.17 1.63 -2.81
H 0.96 2.39 2.80
H 0.35 -6.35 -0.40
H -2.91 1.75 2.41
H 1.17 -4.72 -2.27
H -1.01 -8.18 0.48
H -4.77 0.52 1.47
H 1.28 -0.94 3.00
H 5.95 -2.47 4.64
H 5.92 -5.88 -1.42
H -1.86 4.45 -1.63
H 3.84 -1.64 1.02
H -4.70 3.60 0.72
H 0.92 2.36 -5.15
H -3.29 0.12 0.61
H -4.80 0.94 3.80
H 2.51 -5.82 -4.02
H -2.90 2.60 -0.61
H -0.98 -2.07 2.43
H -0.90 -6.43 4.39
H -1.31 2.29 3.84
H -0.71 4.13 -5.73
H -3.82 -0.37 4.42
H 2.74 -5.04 3.45
H 2.51 6.73 0.17
H -1.68 0.51 5.70
H 0.01 4.16 2.17
H 1.01 -2.47 3.78
H 5.61 -1.08 2.61
H 0.93 2.88 4.49
H 4.60 5.67 0.95
H -4.16 4.88 2.78
H 4.88 -6.40 -3.60
H -1.34 -3.06 4.65
H 4.53 -4.46 5.04
H -2.09 5.17 -3.96
H -0.67 1.88 6.12
H 4.60 -4.80 0.36
H 1.56 1.29 4.04
H 0.81 -1.00 4.69
H 0.42 -4.56 3.52
H -2.75 -2.20 4.07
H -1.81 5.13 3.50
H 0.54 5.38 -0.38
H -3.39 1.31 4.76
H -3.98 -1.03 1.77
```

## Properties
Frontier orbital gap (alpha / beta)   0.24737 / 0.23409 hartree
Highest occupied orbital energy (alpha / beta)   -13.113 / -13.989 eV
Largest force on an atom   0.0166 hartree/bohr
Calculated total energy   -152584.7885 eV
2S+1   5
Expectation value of S²   6.02
Total charge   +2

These are the Löwdin partial charges, in e, on atoms 1 to 4: Os 1.264; Sb 1.489; S 0.525; S 0.600

---

# 2
A molecular structure, C47H50IN6O2P2Tl, computed with the ωB97M-V functional and the def2-TZVPD basis.

XYZ file:
```
109
Properties=species:S:1:pos:R:3
Tl -0.92 0.15 -1.05
I -0.93 0.08 2.93
P 1.54 2.18 -0.14
P -1.46 2.46 2.18
O -1.14 -5.21 3.23
O 0.60 -1.68 -0.70
N -1.90 -1.78 0.61
N 2.18 -4.74 0.02
N -1.07 -3.80 -4.96
N 0.82 -2.23 -5.00
N -1.36 -1.61 -5.87
N -1.10 -1.86 -3.46
C 1.16 2.69 -4.64
C -0.25 3.71 2.84
C 0.99 3.81 0.54
C 0.39 -3.63 -5.08
C -1.48 -2.99 0.90
C -0.91 -5.68 1.92
C -3.09 -1.31 1.23
C -2.93 2.94 4.52
C -1.74 -2.99 -5.97
C 6.16 1.83 0.05
C 3.38 2.09 0.07
C 0.76 -2.87 -0.25
C 3.32 1.34 3.85
C -4.31 0.11 2.74
C 0.91 1.33 5.24
C 1.30 -5.33 0.81
C 5.36 0.73 -0.18
C 0.06 -1.52 -6.02
C 1.55 2.66 -1.91
C -5.28 3.41 4.54
C -4.08 3.22 2.44
C 3.26 1.81 5.15
C -5.53 -1.31 1.19
C 0.11 -4.82 1.10
C 0.38 3.14 -2.46
C -2.89 2.95 3.14
C 3.98 0.84 -0.09
C -0.20 -3.57 0.56
C 0.18 3.22 -3.82
C 0.91 0.85 3.92
C 2.98 -2.98 -1.47
C -1.74 -1.10 -4.58
C 2.36 2.25 -4.13
C -5.51 -0.33 2.20
C -4.34 -1.81 0.71
C 2.05 1.86 5.80
C 1.05 3.90 2.12
C 2.16 0.83 3.27
C 4.18 3.19 0.31
C -5.23 3.40 3.15
C -1.48 -3.29 -3.62
C 0.35 -1.75 -3.69
C 5.55 3.06 0.31
C -3.06 -0.35 2.26
C 1.97 -3.58 -0.51
C 2.55 2.21 -2.77
C -4.09 3.19 5.26
H 1.33 4.92 2.49
H 1.64 4.57 0.11
H -0.28 -5.13 3.59
H -0.73 3.51 -4.31
H -2.82 -1.14 -4.41
H 3.50 1.88 -2.34
H 0.97 2.61 -5.68
H -2.86 -3.16 -5.92
H 3.72 4.15 0.42
H 1.77 3.15 2.48
H -0.05 1.27 5.83
H -0.99 -3.88 -2.78
H -6.43 -0.01 2.64
H -2.02 2.70 5.09
H 6.18 3.95 0.55
H -0.37 3.46 -1.75
H 3.08 1.78 -4.82
H -4.10 3.25 1.38
H 3.68 -3.78 -1.66
H -4.31 -2.62 -0.03
H -2.51 -3.49 -3.51
H 0.38 -0.50 -6.00
H 2.48 -2.83 -2.39
H 0.74 -4.08 -6.01
H 0.00 3.84 0.13
H -1.34 -0.06 -4.49
H 5.92 -0.21 -0.26
H -0.48 -6.70 1.99
H 3.37 -0.04 -0.35
H 0.73 -0.74 -3.51
H -6.49 -1.66 0.87
H -4.41 0.91 3.41
H -6.15 3.66 2.68
H 7.19 1.77 -0.01
H -6.18 3.51 5.07
H -2.09 -3.57 1.63
H -1.84 -5.81 1.37
H 0.83 -2.40 -3.00
H -0.16 3.56 3.96
H -1.44 -3.51 -6.91
H 0.33 -1.95 -6.94
H 2.05 2.40 6.73
H 4.29 1.22 3.32
H 4.18 2.20 5.61
H 1.64 -6.34 1.03
H 0.84 -4.20 -4.24
H -3.98 3.23 6.34
H 2.23 0.41 2.28
H 3.35 -2.03 -1.06
H -0.86 4.60 2.68
```

## Properties
Frontier orbital gap   0.25333 hartree
Highest occupied orbital energy   -7.282 eV
Largest force on an atom   0.0533 hartree/bohr
Calculated total energy   -93952.5332 eV
2S+1   1
ΔE to the lowest compared entry with this formula, charge and spin   15.3 kcal/mol
Total charge   0

These are the Löwdin partial charges, in e, on atoms 1 to 4: Tl 0.789; I 1.409; P 0.996; P 0.841

---

# 3
A molecular structure, C47H50LaN3OPS3, computed with the ωB97M-V functional and the def2-TZVPD basis.

XYZ file:
```
106
Properties=species:S:1:pos:R:3
La 10.88 12.13 14.68
S 13.96 14.12 13.80
S 13.80 12.72 10.58
S 11.73 15.22 11.64
P 10.37 10.17 12.08
O 11.40 14.34 15.53
N 11.12 9.92 16.07
N 11.96 12.35 16.96
N 12.32 13.61 17.48
C 11.74 8.98 12.04
C 10.55 7.64 16.52
C 12.87 6.95 11.32
C 11.65 11.32 8.38
C 12.68 11.45 19.16
C 11.67 10.05 17.32
C 15.26 8.94 13.34
C 11.55 10.70 9.60
C 10.63 11.15 10.54
C 9.76 12.19 10.24
C 7.27 7.47 11.97
C 14.02 10.83 14.24
C 8.67 8.97 10.09
C 10.94 18.05 17.45
C 11.11 7.76 17.86
C 15.29 12.90 11.62
C 10.99 16.78 16.88
C 11.92 18.44 18.38
C 12.92 9.39 12.73
C 8.91 9.14 11.45
C 14.09 8.57 12.65
C 11.70 7.79 11.37
C 6.96 7.36 10.60
C 8.22 8.36 12.39
C 12.04 15.94 17.21
C 15.19 10.04 14.15
C 6.17 13.40 15.02
C 14.01 7.34 11.92
C 12.85 10.57 13.56
C 9.87 12.84 9.02
C 13.01 16.31 18.10
C 12.16 11.31 17.77
C 7.00 12.52 14.08
C 10.63 8.74 15.68
C 13.02 16.31 12.34
C 12.34 15.07 9.97
C 6.54 12.77 12.64
C 15.32 14.06 12.56
C 12.97 17.54 18.69
C 8.48 12.95 14.28
C 13.71 14.43 9.80
C 11.96 14.54 16.69
C 6.78 11.06 14.43
C 11.64 8.96 18.25
C 10.81 12.38 8.10
C 7.71 8.07 9.66
C 13.56 15.91 13.70
H 9.19 13.63 8.74
H 10.89 12.88 7.12
H 15.26 11.92 12.12
H 12.10 9.03 19.23
H 14.44 16.52 14.00
H 11.06 6.93 18.56
H 11.84 19.40 18.87
H 12.24 9.87 9.80
H 14.52 15.00 10.26
H 11.59 14.39 9.53
H 13.70 17.86 19.42
H 13.98 14.27 8.74
H 13.57 10.83 19.19
H 10.25 16.43 16.15
H 14.03 11.64 14.96
H 12.35 10.95 7.61
H 10.15 6.72 16.20
H 6.18 6.66 10.31
H 13.81 16.33 11.56
H 7.52 10.44 13.92
H 6.67 13.81 12.29
H 10.23 8.72 14.69
H 12.78 5.98 10.85
H 8.50 8.47 13.42
H 13.76 15.57 18.43
H 12.36 16.00 9.42
H 8.36 14.05 14.29
H 5.83 10.66 14.13
H 6.66 6.86 12.63
H 12.78 15.96 14.42
H 16.29 14.01 13.10
H 16.20 12.93 11.01
H 8.97 12.40 10.94
H 5.49 12.52 12.51
H 14.92 6.72 11.94
H 7.57 7.86 8.62
H 6.95 10.92 15.52
H 11.91 11.01 19.78
H 7.06 12.09 11.93
H 16.06 10.28 14.75
H 12.66 17.33 12.41
H 16.15 8.32 13.34
H 5.14 13.06 14.99
H 10.82 7.43 10.85
H 6.21 14.44 14.67
H 12.89 12.47 19.40
H 6.55 13.34 16.04
H 9.33 9.46 9.42
H 10.14 18.70 17.16
H 15.39 15.02 12.06
```

## Properties
Frontier orbital gap (alpha / beta)   0.16625 / 0.22765 hartree
Highest occupied orbital energy (alpha / beta)   -2.341 / -4.012 eV
Largest force on an atom   0.0453 hartree/bohr
Calculated total energy   -98722.5534 eV
2S+1   1
ΔE to the lowest compared entry with this formula, charge and spin   0.0 kcal/mol
Total charge   -1

These are the Löwdin partial charges, in e, on atoms 1 to 4: La 1.756; S 0.853; S 0.877; S 0.848